No. 1
Molecular formula: C10H20N4S
Method: DFT, the ωB97M-V functional and the def2-TZVPD basis

Structure (XYZ):
```
35
Properties=species:S:1:pos:R:3:forces:R:3
C -2.48999 0.44995 5.31368 -0.140 -0.084 -0.190
C -2.74150 -0.36710 4.05153 0.214 -0.090 0.080
C -1.49115 -0.55426 3.19080 -0.283 0.227 -0.097
C -0.99677 0.74574 2.55888 0.280 -0.224 0.089
C 0.20984 0.54769 1.63816 -0.353 0.087 -0.128
C -0.15281 -0.11401 0.30978 0.331 -0.075 0.128
C 1.05956 -0.37804 -0.58448 -0.270 0.038 0.000
C 1.68077 0.90250 -1.11785 0.334 -0.311 -0.326
H 2.10306 1.51098 -0.32021 -0.009 0.087 -0.027
H 0.95750 1.48187 -1.68909 -0.034 0.098 0.094
S 3.09049 0.56324 -2.22980 0.160 0.241 0.470
C 2.23585 0.06118 -3.64678 -0.880 -0.101 -0.384
N 0.92554 0.05130 -3.75528 -0.153 0.271 0.571
N 0.72522 -0.38532 -5.02906 0.590 -0.129 -0.336
C 1.92713 -0.61873 -5.60791 -0.475 0.177 0.603
N 2.89463 -0.34076 -4.76304 0.379 -0.157 -0.397
N 2.08041 -1.13966 -6.85642 0.035 -0.154 -0.369
H 1.36461 -0.91890 -7.53016 0.127 0.014 -0.010
H 3.02461 -1.07543 -7.20229 -0.058 0.016 -0.046
H -0.20827 -0.52508 -5.37627 0.135 -0.021 0.026
H 1.81244 -0.94132 -0.02911 0.023 -0.051 -0.016
H 0.74278 -0.98057 -1.43764 0.094 -0.027 0.060
H -0.86323 0.51767 -0.22814 -0.122 -0.001 -0.025
H -0.64122 -1.07003 0.50494 -0.103 -0.001 -0.033
H 0.65483 1.52439 1.43933 0.112 0.012 0.029
H 0.95832 -0.05951 2.15247 0.117 0.004 0.029
H -0.71326 1.43949 3.35215 -0.079 0.089 0.011
H -1.80993 1.20454 1.99119 -0.069 0.093 0.005
H -0.69383 -0.98168 3.80360 0.069 -0.083 0.001
H -1.72357 -1.27283 2.40254 0.072 -0.076 -0.003
H -3.51881 0.11676 3.45538 -0.072 -0.059 -0.038
H -3.11418 -1.35294 4.34080 -0.087 0.018 -0.043
H -2.21450 1.47260 5.07007 0.047 0.126 0.053
H -1.68763 0.00682 5.89980 0.098 -0.014 0.107
H -3.38695 0.47947 5.92845 -0.034 0.059 0.113
```
Forces are in eV/Å.

**Energy relative to the best compared isomer or geometry (same formula, charge and spin)**: 0.00 kJ/mol
**Kohn-Sham gap**: 8.7 eV
**Molar mass**: 228.37 g/mol
**Charge**: 0
**HOMO energy**: -0.2957 hartree
**Structure (SMILES)**: CCCCCCCCSc1n[nH]c(N)n1

Results of the natural (NBO) charge analysis, in e, for atoms 1 through 8: -0.607, -0.387, -0.393, -0.392, -0.392, -0.394, -0.412, -0.515

---

No. 2
Molecular formula: C2H6O2P
Method: DFT, the ωB97M-V functional and the def2-TZVPD basis

Structure (XYZ):
```
11
Properties=species:S:1:pos:R:3:forces:R:3
C -1.77162 -1.29542 0.01071 -1.205 -1.985 0.155
C 1.25428 1.55790 -0.00376 -0.190 0.140 -0.058
O 2.56834 -0.90297 0.00845 -2.615 0.180 -0.020
O -0.87573 -0.28948 -0.03785 5.356 1.465 -0.023
P 1.24253 -0.25407 -0.00156 -1.593 0.642 -0.010
H -1.82520 -1.80474 0.98130 0.057 0.102 -0.188
H -1.69288 -2.01194 -0.81459 0.015 0.092 0.092
H -2.72806 -0.75688 -0.13537 0.084 -0.006 0.018
H 0.24071 1.94432 -0.03820 -0.079 -0.155 -0.013
H 1.82750 1.90468 -0.86693 0.072 -0.236 -0.069
H 1.76011 1.90859 0.89781 0.097 -0.240 0.117
```
Forces are in eV/Å.

**Energy relative to the best compared isomer or geometry (same formula, charge and spin)**: 279.21 kJ/mol
**Kohn-Sham gap (spin up / spin down)**: 8.2 / 8.1 eV
**Molar mass**: 93.04 g/mol
**Charge**: +1
**HOMO energy (spin up / spin down)**: -0.5965 / -0.5940 hartree

Results of the natural (NBO) charge analysis, in e, for atoms 1 through 8: -0.278, -1.012, -0.783, -0.540, 1.992, 0.206, 0.212, 0.269

---

No. 3
Molecular formula: C5H13BrSi
Method: DFT, the ωB97M-V functional and the def2-TZVPD basis

Structure (XYZ):
```
20
Properties=species:S:1:pos:R:3:forces:R:3
C -1.52114 0.72108 0.00679 3.174 2.952 0.378
C 3.93076 1.86170 0.31988 2.374 0.124 -4.450
C -3.31129 -2.73953 0.36577 0.726 1.036 1.649
C -1.75557 -0.34884 -0.96886 -1.004 -1.121 -3.257
C 2.77848 0.99536 0.15492 -1.372 -2.369 0.201
Si -1.51139 -2.14673 -0.25053 -0.611 -0.313 0.292
Br 3.16905 -0.90223 0.73921 -0.040 0.583 -0.206
H -1.39402 1.81354 -0.46537 -1.211 -2.186 1.068
H -2.16209 0.60317 0.84782 -0.755 0.814 0.704
H -0.45048 0.67599 0.43600 -1.383 -0.493 -0.391
H 3.76869 2.73607 -0.32369 -0.356 0.438 0.597
H 4.22094 2.13551 1.27701 0.412 0.296 1.757
H 4.83660 1.46278 -0.31071 -1.378 0.216 1.637
H -3.36578 -3.58323 1.10691 0.515 0.672 -0.789
H -3.85130 -1.89350 0.85582 0.397 -0.293 -0.197
H -3.96130 -2.99177 -0.42993 -0.604 -0.400 -1.250
H -0.93169 -0.21778 -1.75171 -1.131 -0.536 0.636
H -2.78527 -0.23136 -1.54453 1.901 -0.143 1.160
H 2.36455 0.85149 -0.84722 0.576 0.252 0.053
H 1.93225 1.19829 0.78242 -0.232 0.473 0.409
```
Forces are in eV/Å.

**Energy relative to the best compared isomer or geometry (same formula, charge and spin)**: 516.11 kJ/mol
**Kohn-Sham gap**: 7.4 eV
**Molar mass**: 181.15 g/mol
**Charge**: 0
**HOMO energy**: -0.2880 hartree

Results of the natural (NBO) charge analysis, in e, for atoms 1 through 8: -0.620, -0.648, -1.193, -0.951, -0.365, 1.003, -0.091, 0.214

---

No. 4
Molecular formula: C5H12O2
Method: DFT, the ωB97M-V functional and the def2-TZVPD basis

Structure (XYZ):
```
19
Properties=species:S:1:pos:R:3:forces:R:3
C -0.39956 -0.09068 0.31644 -2.368 0.679 -2.717
C 0.51958 0.77300 -0.38479 2.693 -0.833 3.020
C -1.19201 0.46399 1.46923 0.078 -0.011 -0.192
C -0.33829 -1.58991 0.23984 0.010 0.174 -0.064
C 1.35541 0.39482 -1.56920 -0.185 0.020 0.068
O -1.31482 0.39243 -1.21383 -0.407 -0.871 1.084
O 1.49035 0.40851 1.09047 0.182 0.716 -1.177
H -2.06118 0.94516 -0.94947 0.044 -0.052 0.081
H 2.05805 -0.34227 0.87168 0.018 0.165 -0.127
H 0.37627 1.83366 -0.22258 -0.065 -0.104 -0.047
H -2.19980 0.04784 1.45267 0.006 -0.034 0.003
H -0.70793 0.18379 2.40338 0.001 -0.004 -0.032
H 0.01149 -1.98945 1.19153 0.006 0.021 0.014
H -1.34382 -1.96419 0.04920 0.018 0.027 0.047
H 0.30708 -1.94957 -0.55726 -0.001 0.038 0.002
H -1.25519 1.55016 1.42676 0.034 0.006 -0.016
H 1.50686 -0.67965 -1.65177 -0.032 0.005 0.037
H 0.85734 0.73705 -2.47420 0.020 0.008 -0.004
H 2.33017 0.87531 -1.48810 -0.052 0.050 0.022
```
Forces are in eV/Å.

**Energy relative to the best compared isomer or geometry (same formula, charge and spin)**: 337.28 kJ/mol
**Kohn-Sham gap**: 10.0 eV
**Molar mass**: 104.15 g/mol
**Charge**: 0
**HOMO energy**: -0.3352 hartree

Results of the natural (NBO) charge analysis, in e, for atoms 1 through 8: 0.401, 0.145, -0.663, -0.672, -0.651, -0.894, -0.871, 0.453

---

No. 5
Molecular formula: C23H30N2O10
Method: DFT, the ωB97M-V functional and the def2-TZVPD basis

Structure (XYZ):
```
65
Properties=species:S:1:pos:R:3:forces:R:3
C -0.96161 -0.38943 -1.19020 0.705 -0.044 0.278
C 0.52411 -0.29865 -1.55013 -0.489 0.039 0.534
C 1.39016 -0.71785 -0.33008 0.162 0.077 -0.309
C 2.11358 0.51632 0.20712 -0.229 -0.581 0.243
C 2.31990 -1.89241 -0.58558 0.413 0.240 0.088
C 3.65887 -1.83462 -0.28754 -0.241 -0.150 -0.203
C 4.55116 -2.91370 -0.50882 -0.380 -0.242 -0.331
C 5.99186 -2.74046 -0.12412 -0.510 0.127 0.417
C 6.15193 -2.67122 1.40650 -0.021 -0.143 -0.179
O 6.79163 -3.85211 1.88538 -0.029 0.148 -0.031
C 4.06072 -4.06534 -1.05335 0.448 -0.030 0.167
C 2.69074 -4.20238 -1.36380 0.460 -0.101 0.004
N 2.25381 -5.38965 -1.87373 -0.156 0.386 0.161
C 0.97120 -5.44645 -2.10027 0.165 -0.586 -0.184
C 0.09022 -4.38807 -1.84685 -0.114 0.352 0.084
N 0.49108 -3.24559 -1.36550 0.110 0.058 0.018
C 1.82499 -3.12183 -1.12339 -0.513 0.140 0.118
H -1.19864 -1.41671 -0.94908 -0.292 -0.218 -0.198
H -1.61286 0.00318 -1.96369 -0.174 0.003 -0.092
H -1.09500 0.16656 -0.26639 -0.322 0.310 0.029
H 0.72772 0.75127 -1.75000 0.288 0.084 -0.307
H 0.74372 -0.88886 -2.42968 0.133 -0.076 -0.222
H 0.70834 -1.02974 0.46101 -0.203 -0.212 0.036
H 2.62573 0.27048 1.13331 0.190 0.127 0.166
H 2.82982 0.88830 -0.51594 0.146 0.214 -0.119
H 1.37134 1.27584 0.42737 -0.010 0.261 -0.064
H 4.10143 -0.94368 0.12398 -0.107 0.300 0.069
H 6.56526 -3.58379 -0.48323 0.340 -0.031 -0.142
H 6.34314 -1.80993 -0.56072 0.261 0.020 -0.188
H 6.71501 -1.78753 1.70300 0.259 -0.011 0.021
H 5.16754 -2.58018 1.85756 -0.178 0.067 0.116
H 6.24583 -4.20899 2.58582 0.047 -0.158 0.130
H 4.71702 -4.90395 -1.22993 0.007 -0.163 -0.098
H 0.56938 -6.36913 -2.49491 0.025 -0.175 -0.093
H -0.96112 -4.51470 -2.06180 -0.191 0.058 0.034
C -2.82700 3.72759 -2.22115 -0.150 0.110 -0.228
C -1.57739 3.65499 -3.07202 -0.029 -0.048 -0.092
O -0.53778 3.75087 -2.08754 -0.047 -0.051 -0.008
C -1.03928 3.34292 -0.90027 -0.032 -0.023 -0.164
O -0.38541 3.14899 0.07424 0.041 0.014 0.213
O -2.37694 3.18294 -0.97272 0.025 0.044 0.060
H -3.65260 3.14070 -2.61379 0.008 -0.101 0.154
H -3.16363 4.74941 -2.05383 0.029 -0.018 -0.042
H -1.47870 2.70310 -3.59708 0.023 -0.018 0.054
H -1.49550 4.46932 -3.78667 0.119 0.061 0.094
C -3.54330 -2.04200 3.34626 0.030 -0.038 0.123
C -2.74460 -0.86382 2.82793 0.096 0.070 0.088
O -2.88861 -0.99766 1.41281 -0.075 -0.036 0.098
C -4.01773 -1.70547 1.16260 0.044 0.003 0.001
O -4.50282 -1.84896 0.09132 -0.036 -0.011 -0.068
O -4.51270 -2.23000 2.31270 0.045 0.029 0.021
H -4.03583 -1.84588 4.29515 -0.132 -0.010 -0.075
H -2.94116 -2.94841 3.43300 0.015 0.015 -0.026
H -3.16558 0.09544 3.13502 -0.030 -0.016 -0.001
H -1.69399 -0.89965 3.10529 0.030 -0.014 -0.152
C -3.77152 5.11716 2.24406 0.085 -0.085 0.148
C -2.96295 6.28492 1.71819 0.115 0.044 0.143
O -3.26658 6.25540 0.32005 -0.043 0.033 0.009
C -4.45237 5.62265 0.15441 0.149 -0.218 0.054
O -5.03347 5.55279 -0.87914 -0.142 0.093 -0.051
O -4.85578 5.05249 1.31038 0.010 0.094 0.002
H -4.14970 5.27287 3.25094 -0.151 0.016 -0.066
H -3.21941 4.17677 2.20431 0.019 0.018 -0.063
H -3.29233 7.24113 2.12850 -0.033 -0.011 -0.014
H -1.89335 6.17438 1.87476 0.014 -0.036 -0.164
```
Forces are in eV/Å.

**Energy relative to the best compared isomer or geometry (same formula, charge and spin)**: 0.00 kJ/mol
**Kohn-Sham gap**: 8.7 eV
**Molar mass**: 494.50 g/mol
**Charge**: 0
**HOMO energy**: -0.3183 hartree
**Structure (SMILES)**: CC[C@H](C)c1cc(CCO)cc2nccnc12.O=C1OCCO1.O=C1OCCO1.O=C1OCCO1

Results of the natural (NBO) charge analysis, in e, for atoms 1 through 8: -0.602, -0.389, -0.231, -0.611, -0.007, -0.174, 0.004, -0.456